Entry 1:
C31H60I2O15S7 | ωB97M-V/def2-TZVPD

Geometry (Å):
I -3.863 -2.040 6.026
I -2.231 -1.995 1.411
S 2.254 0.127 0.571
S -6.193 0.625 0.015
S -1.843 2.997 -0.961
S 3.723 3.712 -3.935
S 4.127 -5.920 2.089
S -3.141 1.340 5.242
S -1.861 0.515 -4.879
O 2.289 0.597 -0.793
O 2.596 2.863 -4.212
O -7.595 0.467 -0.287
O 1.506 0.874 1.557
O -0.545 1.085 -4.721
O 3.364 -5.187 3.070
O -2.230 2.593 4.942
O -2.960 1.365 -5.270
O 3.545 5.133 -3.768
O 4.166 -5.465 0.721
O -2.567 3.952 -0.150
O -4.256 1.363 4.331
O -5.334 -0.541 0.037
O -2.219 1.599 -0.937
O -3.344 1.335 6.657
C 5.978 2.564 -3.102
C -0.511 4.407 -2.721
C 3.027 -2.363 1.106
C 0.543 3.622 -1.931
C -0.985 0.553 3.745
C -5.654 3.166 -0.315
C 3.651 -7.654 2.154
C 4.995 3.430 -5.164
C 6.289 3.393 -4.358
C -4.800 -2.050 2.927
C -2.011 0.014 4.772
C -1.784 3.571 -2.648
C -2.399 -1.872 -3.824
C 4.651 3.077 -2.530
C -0.097 3.169 -0.613
C -1.471 -2.069 -5.031
C -5.470 1.849 -1.060
C -2.725 -1.296 4.349
C -1.490 1.624 2.778
C 5.723 -7.455 3.487
C -2.284 -0.407 -3.390
C 1.774 -1.602 0.645
C -1.750 -0.901 -5.970
C -6.035 1.565 1.540
C -5.318 2.868 1.155
C -2.002 2.863 3.531
C 3.921 -0.095 1.184
C 5.792 -6.145 2.709
C 3.856 -1.401 1.965
C -3.517 -1.235 3.015
C 4.896 -8.416 2.621
H 6.056 -5.278 3.309
H 3.364 -1.237 2.927
H 6.450 -6.221 1.844
H 4.795 3.909 -1.843
H 3.611 -2.680 0.242
H -1.725 2.661 -3.240
H 1.435 4.217 -1.740
H -5.615 3.684 1.812
H 6.578 4.407 -4.074
H 0.843 2.748 -2.509
H -2.248 1.238 2.092
H 0.281 2.208 -0.280
H -3.207 -0.001 -2.987
H 2.752 -3.256 1.660
H 5.881 1.511 -3.373
H 3.311 -7.945 1.163
H 4.853 -1.793 2.164
H 4.050 2.302 -2.056
H -0.684 5.384 -2.263
H -0.550 -0.281 3.191
H -1.644 -3.024 -5.526
H 4.617 -9.314 3.170
H -0.969 -0.709 -6.702
H -1.471 -0.188 5.701
H 4.781 2.468 -5.629
H 5.485 -8.728 1.757
H -4.241 2.741 1.254
H -2.928 3.245 3.105
H -5.483 0.971 2.263
H -2.143 -2.537 -3.001
H -4.419 1.580 -1.164
H -5.243 -1.924 1.938
H -0.165 0.995 4.322
H 7.105 2.963 -4.937
H -5.014 3.945 -0.723
H -1.943 -2.049 4.255
H -5.973 1.815 -2.025
H 6.774 2.642 -2.363
H -3.685 -0.203 2.732
H -6.692 3.497 -0.397
H -0.642 1.914 2.158
H -0.427 -2.042 -4.709
H 4.575 -0.175 0.315
H 0.960 -1.701 1.361
H -5.514 -1.689 3.674
H 1.431 -1.909 -0.340
H -3.428 -2.093 -4.114
H -4.604 -3.113 3.078
H 2.829 -7.728 2.864
H -0.003 3.903 0.187
H 5.225 -7.291 4.445
H 4.188 0.778 1.776
H -1.267 3.669 3.526
H 6.719 -7.846 3.690
H -2.715 -1.001 -6.466
H -1.479 -0.244 -2.676
H 4.943 4.226 -5.903
H -7.045 1.734 1.908
H -0.200 4.565 -3.752
H -2.699 4.113 -2.876

Calculated values
Structure (SMILES): C[C@H](I)[C@H](I)[C@H]1CCCOS1(=O)=O.O=S1(=O)CCCC1.O=S1(=O)CCCC1.O=S1(=O)CCCC1.O=S1(=O)CCCC1.O=S1(=O)CCCC1.O=S1(=O)CCCC1
Frontier orbital gap, eV: 9.090
Total energy, Eh: -5728.46663
LUMO level, eV: 0.0743

Results of the Mulliken charge analysis, in e, for atoms 1 through 6: 0.111, 0.140, 1.294, 1.082, 1.338, 1.171



Entry 2:
C31H60N2O10 | ωB97M-V/def2-TZVPD

Geometry (Å):
O 0.148 -5.131 -7.936
O -6.983 -0.855 4.233
O 7.010 5.589 6.151
O 6.839 4.044 3.475
O -2.421 1.660 0.439
O -0.381 -1.857 -6.521
O 3.975 4.406 4.597
O -7.325 -3.474 1.932
O -4.708 -1.898 2.414
O 2.103 -2.741 -8.139
N -0.595 -0.669 -1.312
N -0.531 3.491 -0.492
C -5.648 -0.848 2.225
C -1.089 1.192 0.222
C 6.826 5.437 3.749
C -1.100 -0.278 -0.130
C -1.641 -1.189 0.763
C -6.018 -0.121 3.498
C -0.267 -6.145 -8.821
C 2.722 4.693 4.024
C -7.069 -0.425 5.572
C 4.573 3.257 4.016
C -0.646 -1.979 -1.573
C -0.588 -1.053 -5.381
C 2.009 -3.790 -7.187
C -5.193 -3.100 2.996
C -1.179 -2.950 -0.742
C 0.313 -1.165 -7.544
C 7.683 5.838 4.929
C -3.330 1.348 -0.598
C -1.698 -2.538 0.480
C 4.512 -0.136 2.186
C 0.887 -2.133 -8.553
C 1.169 1.754 -0.865
C 6.053 3.213 4.318
C 3.313 0.863 0.064
C 7.893 5.567 7.249
C -0.342 2.056 -0.788
C -5.999 -3.959 2.048
C 3.984 0.346 1.239
C 1.555 -5.110 -7.769
C -7.978 -3.978 0.790
C 1.799 1.021 0.311
H -5.138 -0.132 1.576
H -1.179 -3.986 -1.027
H 6.245 3.423 5.372
H 4.426 3.257 2.930
H 2.820 4.910 2.953
H -7.832 -1.025 6.063
H 1.412 0.015 0.442
H -3.792 0.374 -0.447
H -0.222 -2.302 -2.516
H -0.390 -0.490 -8.051
H -1.353 -6.103 -8.887
H -6.033 -4.988 2.433
H -5.115 0.030 4.102
H 3.752 1.795 -0.276
H 0.028 -7.136 -8.457
H -1.132 -1.648 -4.650
H 7.906 6.912 4.863
H -0.621 1.268 1.200
H 3.028 -3.928 -6.819
H -6.441 0.860 3.241
H 8.626 5.279 4.894
H -4.297 -3.664 3.267
H 3.431 0.121 -0.722
H 1.385 -3.504 -6.338
H 4.091 2.364 4.438
H 2.022 3.860 4.162
H -2.030 -0.825 1.704
H -4.126 2.087 -0.562
H -7.464 -3.666 -0.126
H 0.151 -5.988 -9.822
H 5.807 5.812 3.862
H -8.987 -3.570 0.780
H 5.012 -0.514 3.038
H -5.749 -2.902 3.914
H -1.422 3.802 -0.848
H -1.181 -0.164 -5.626
H 7.256 5.902 2.859
H 6.400 2.198 4.111
H 1.670 1.561 1.245
H 0.147 -2.881 -8.843
H 1.841 -5.922 -7.086
H 2.324 5.575 4.523
H -8.038 -5.072 0.818
H 1.659 2.722 -0.921
H -6.537 -1.201 1.700
H -2.122 -3.237 1.180
H 0.368 -0.746 -4.941
H -5.511 -3.965 1.065
H 2.054 -5.268 -8.733
H -2.882 1.397 -1.587
H 1.127 -0.569 -7.114
H 1.151 -1.561 -9.445
H 8.632 4.763 7.143
H 8.414 6.526 7.358
H -6.116 -0.573 6.093
H 1.425 1.242 -1.786
H -7.354 0.632 5.632
H 7.303 5.382 8.144
H -0.752 1.906 -1.780
H -0.531 3.638 0.509

Calculated values
Structure (SMILES): C#CCCC[C@H](N)[C@@H](OC)c1ccccn1.COCCOCCOC.COCCOCCOC.COCCOCCOC
Frontier orbital gap, eV: 9.782
Total energy, Eh: -2078.83306
LUMO level, eV: 0.6173

Results of the Mulliken charge analysis, in e, for atoms 1 through 6: -0.251, -0.244, -0.255, -0.453, -0.526, -0.292



Entry 3:
C31H61Br2NO15Si | ωB97M-V/def2-TZVPD

Geometry (Å):
Br 2.238 -8.287 3.486
Br 0.243 -5.523 3.205
Si -4.521 -4.244 0.516
O 9.638 2.509 -2.292
O -0.873 8.444 -2.564
O -1.895 9.439 -0.762
O 8.211 4.172 -2.148
O -0.840 7.538 -0.456
O -3.298 -5.488 0.725
O 3.276 3.243 -0.330
O -9.143 -1.112 1.960
O 3.131 5.226 -1.482
O 1.091 -5.975 -1.042
O 3.186 5.118 0.810
O -9.801 -0.129 3.927
O 1.169 -2.501 -2.120
O 10.445 4.618 -1.865
O -9.781 -2.406 3.616
N 2.701 -1.464 -0.461
C 1.532 -7.751 1.672
C 4.707 2.612 -2.192
C 3.693 -0.570 1.766
C -8.994 0.193 1.407
C 1.274 -1.789 -0.838
C 0.728 -5.025 -2.112
C 2.754 -3.210 1.595
C 1.942 -8.718 0.413
C -2.361 10.500 -1.605
C 10.968 1.980 -2.224
C 3.192 6.544 0.834
C 7.944 5.541 -1.850
C 0.089 -6.003 0.036
C 9.527 3.845 -2.089
C 11.424 1.844 -0.782
C 1.842 -3.808 -2.097
C -9.588 -1.117 3.242
C -3.829 -2.440 0.870
C 0.677 -6.539 1.491
C -2.604 -5.787 -0.563
C 3.182 4.592 -0.441
C 2.986 -1.772 0.845
C -0.152 6.413 -0.997
C -5.202 -4.150 -1.324
C -1.165 8.477 -1.380
C -10.291 -2.597 4.941
C -1.309 -6.781 -0.401
C -3.558 10.055 -2.426
C -11.782 -2.311 4.995
C -6.108 -4.501 1.623
C 3.326 2.522 -1.567
H -0.234 -4.871 0.232
H 2.546 2.872 -2.253
H -6.972 -3.762 1.268
H 5.474 2.291 -1.480
H -12.315 -2.901 4.243
H -6.558 -5.601 1.523
H -3.403 -6.381 -1.216
H 3.066 -3.130 2.745
H 4.768 1.986 -3.087
H -4.009 -2.095 1.974
H 12.401 1.356 -0.730
H 0.727 6.720 -1.571
H 6.888 5.733 -2.057
H 2.533 -3.999 -1.173
H 3.949 0.337 1.063
H -2.684 -2.421 0.566
H 4.948 3.641 -2.477
H 8.545 6.210 -2.475
H 0.652 -2.346 -0.019
H -11.992 -1.259 4.780
H 11.660 2.592 -2.813
H 3.102 1.475 -1.332
H -10.115 -3.647 5.200
H 10.702 1.260 -0.202
H 2.530 -3.857 -3.068
H -9.734 -1.989 5.663
H -1.550 10.877 -2.240
H -8.368 0.827 2.043
H -1.136 -7.425 -1.385
H -0.383 -4.658 -2.062
H 1.086 -8.855 -0.388
H 3.332 -4.116 1.131
H 0.729 -0.738 -0.999
H -2.377 -4.761 -1.088
H -5.929 -4.263 2.758
H 8.130 5.732 -0.789
H -9.978 0.648 1.259
H 10.939 0.989 -2.689
H -4.276 -3.873 -1.985
H 4.158 6.916 0.479
H -12.185 -2.546 5.984
H 1.584 -3.441 1.620
H -0.835 5.825 -1.618
H 3.056 6.866 1.870
H 0.893 -5.601 -3.142
H -5.753 -5.132 -1.642
H -2.660 11.322 -0.945
H -5.965 -3.234 -1.368
H 11.503 2.822 -0.296
H -8.507 0.096 0.433
H -4.356 -1.663 0.137
H -3.286 9.261 -3.128
H 0.183 5.787 -0.165
H 3.018 -0.301 2.684
H 2.828 -8.171 -0.158
H 4.746 -1.030 2.088
H 2.374 6.957 0.235
H -3.967 10.892 -2.999
H 2.364 -9.763 0.783
H -1.565 -7.538 0.480
H -4.342 9.651 -1.777

Calculated values
Structure (SMILES): CC(C)=NCOCCO[C@@H](CCO[Si](C)(C)C)/C(Br)=C(\C)Br.CCOC(=O)OC.CCOC(=O)OC.CCOC(=O)OC.CCOC(=O)OC
Frontier orbital gap, eV: 8.847
Total energy, Eh: -7838.40068
LUMO level, eV: 0.1921

Results of the Mulliken charge analysis, in e, for atoms 1 through 6: -0.181, -0.146, 0.666, -0.333, -0.558, -0.357



Entry 4:
C31H61Cl2N3O20PS | ωB97M-V/def2-TZVPD

Geometry (Å):
Cl -2.174 -1.528 4.582
Cl -3.316 -1.876 0.359
S -0.289 3.522 -0.510
P -0.760 -0.210 1.058
O -1.528 -0.433 -0.499
O -1.651 3.308 -1.002
O -3.603 -6.477 1.803
O 0.019 0.053 2.601
O 6.116 0.351 -3.513
O 3.887 -0.067 -3.535
O 6.387 -1.135 -8.775
O -1.733 1.267 1.133
O 0.757 2.767 -1.219
O 6.211 -3.181 -9.472
O -7.903 -3.741 -2.046
O 4.743 2.031 -3.483
O -7.356 -5.122 -3.762
O 5.222 5.592 -1.059
O 4.659 7.545 -0.303
O -4.602 -6.393 3.835
O -5.801 -3.902 -2.874
O -4.136 -8.342 2.770
O 3.916 5.702 0.791
O 5.591 -2.703 -7.345
N -0.506 5.912 6.958
N -2.652 5.369 5.700
N -0.911 6.761 4.831
C 6.019 -2.373 -8.420
C -7.099 -4.206 -2.814
C -4.158 -7.005 2.897
C -1.365 6.035 5.814
C 0.715 1.950 4.103
C 3.971 8.349 0.653
C 4.817 0.694 -3.513
C -8.716 -5.543 -3.813
C -0.004 4.517 7.131
C -0.448 -2.348 -2.729
C 0.023 2.578 5.399
C 0.610 -1.518 0.813
C -0.394 1.303 3.170
C 5.857 -4.543 -9.235
C 6.233 -0.163 -7.742
C -2.123 -1.435 1.712
C -4.701 -9.042 3.876
C 5.180 4.166 -0.966
C -3.558 -5.045 1.796
C 3.409 2.547 -3.477
C -4.406 -1.461 2.985
C -5.377 -2.928 -1.913
C 6.349 -1.057 -3.544
C 0.749 3.931 5.862
C -1.468 -2.488 -3.371
C 0.315 -2.597 -0.313
C -2.893 -0.916 3.006
C -0.079 3.293 1.294
C 0.791 -2.131 -1.779
C -0.989 2.159 1.952
C 4.536 6.225 -0.100
H -4.310 -2.762 -2.056
H 5.623 3.827 -0.028
H -3.441 6.004 5.835
H 5.937 -1.496 -4.455
H -4.799 -1.257 4.034
H -0.281 4.247 1.876
H -4.565 -4.628 1.835
H -3.090 -4.731 0.865
H 0.784 4.626 4.979
H -4.144 -8.831 4.790
H -9.010 -6.013 -2.873
H 0.998 3.018 1.498
H -2.787 4.941 4.781
H 0.144 0.648 0.291
H 4.155 3.805 -1.062
H -4.628 -10.108 3.664
H 0.617 4.445 8.079
H 1.357 1.091 4.469
H -0.086 1.843 6.246
H -0.742 -2.988 -0.316
H 2.898 8.153 0.622
H 0.276 6.572 6.880
H 0.970 -3.499 -0.070
H -2.954 -4.676 2.628
H 6.856 -0.413 -6.882
H 5.186 -0.076 -7.446
H 0.817 -2.012 1.809
H -1.269 1.171 3.889
H 5.927 -1.537 -2.660
H 7.427 -1.217 -3.542
H 0.962 -1.009 -1.792
H -5.537 -3.294 -0.898
H -8.805 -6.279 -4.611
H 5.767 3.760 -1.789
H -1.642 6.750 4.100
H -4.433 -2.572 2.826
H -1.814 2.776 2.452
H 6.467 -4.965 -8.434
H 4.140 9.393 0.390
H 6.560 0.798 -8.137
H -2.987 0.198 3.079
H 2.878 2.252 -4.384
H -5.754 -8.783 3.998
H 0.000 4.871 -0.750
H 1.556 -0.971 0.506
H -9.372 -4.701 -4.044
H 4.364 8.176 1.656
H 1.320 2.734 3.568
H 3.470 3.634 -3.452
H -1.566 0.418 -0.969
H -0.927 3.889 7.348
H -2.531 -2.323 -3.668
H 1.831 3.675 6.104
H -1.604 -2.404 1.995
H -5.062 -0.878 2.286
H 2.870 2.212 -2.590
H 4.796 -4.630 -8.997
H 1.683 -2.710 -2.144
H -5.898 -1.982 -2.069
H 6.054 -5.100 -10.150
H -1.038 2.899 5.133

Calculated values
Frontier orbital gap, eV: 6.577
Charge: -1
Total energy, Eh: -4546.68064
LUMO level, eV: 1.9219

Results of the Mulliken charge analysis, in e, for atoms 1 through 6: -0.222, 0.047, 0.886, 2.020, -0.464, -0.606